(1)
38
Properties=species:S:1:pos:R:3 method="wB97M-V/def2-TZVPD" lumo_ev=2.6 e_tot_ev=-31315.30964 relative_energy_kj_mol=0.0 charge=-1 gap_ha=0.284
N 0.515 0.827 4.778
C -0.864 1.128 4.404
C -1.587 0.018 3.622
C -0.737 -0.537 2.476
C -1.504 -0.850 1.171
C -0.580 -0.685 -0.050
B -1.008 -1.494 -1.391
O -1.712 -0.635 -2.409
C -1.077 -0.742 -3.594
I -1.399 0.977 -4.875
C 0.406 -1.129 -3.288
F 0.826 -1.975 -4.359
C 1.460 -0.010 -3.252
C 2.274 0.079 -1.948
C 2.005 1.270 -1.065
N 1.634 2.483 -1.729
O 2.185 1.239 0.148
O 0.274 -1.876 -2.180
H 0.681 -0.161 4.864
H 1.177 1.235 4.145
H -1.419 1.382 5.308
H -0.852 2.014 3.771
H -2.508 0.443 3.226
H -1.859 -0.762 4.336
H -0.176 -1.420 2.776
H 0.010 0.213 2.211
H -1.829 -1.890 1.207
H -2.370 -0.195 1.100
H 0.386 -1.094 0.251
H -0.494 0.386 -0.242
H -1.598 -2.543 -1.167
H -1.450 -1.564 -4.216
H 0.981 0.944 -3.433
H 2.152 -0.187 -4.067
H 2.214 -0.823 -1.350
H 3.325 0.196 -2.228
H 0.626 2.500 -1.838
H 1.891 3.240 -1.111

***

(2)
87
Properties=species:S:1:pos:R:3 method="wB97M-V/def2-TZVPD" lumo_ev=-5.1 e_tot_ev=-306799.11020 charge=0 gap_ha=0.070
C 0.283 -0.258 -3.531
C -0.171 0.769 -2.806
N -1.157 0.655 -1.771
C -0.607 1.244 -0.590
C -0.981 2.509 -0.163
Br -2.286 3.482 -1.182
C -0.465 3.099 0.969
C 0.470 2.437 1.742
C 0.995 3.074 2.985
Br 2.822 3.673 2.719
C 0.765 2.246 4.239
C 1.763 1.103 4.507
C 0.877 1.156 1.347
C 0.330 0.594 0.201
S 0.802 -1.044 -0.306
C -0.783 -1.624 -0.882
C -1.192 -2.939 -0.657
C -0.274 -3.910 0.070
C 0.745 -4.421 -0.932
C 2.074 -4.028 -0.927
C 2.974 -4.496 -1.876
C 2.522 -5.362 -2.857
C 1.200 -5.763 -2.862
C 0.304 -5.304 -1.915
C -2.440 -3.319 -1.127
O -2.849 -4.615 -0.868
N -3.510 -5.208 -2.002
O -3.338 -6.350 -2.000
C -3.241 -2.423 -1.818
C -2.825 -1.126 -2.033
C -3.702 -0.152 -2.791
C -3.288 -0.112 -4.292
C -2.885 1.301 -4.737
C -1.967 1.273 -5.965
S -0.799 2.642 -5.967
O -0.935 3.356 -7.199
O -0.967 3.460 -4.800
O 0.681 2.037 -5.920
C -1.583 -0.695 -1.558
H -0.323 -1.122 -3.767
H 1.295 -0.181 -3.906
H 0.207 1.759 -3.030
H -0.814 4.082 1.265
H 0.387 4.017 3.107
H 0.672 2.871 5.118
H -0.216 1.779 4.102
H 1.303 0.117 4.404
H 2.637 1.115 3.859
H 2.107 1.155 5.535
H 1.605 0.580 1.896
H 0.216 -3.368 0.875
H -0.830 -4.727 0.514
H 2.438 -3.335 -0.182
H 4.007 -4.189 -1.842
H 3.214 -5.722 -3.616
H 0.819 -6.444 -3.633
H -0.733 -5.604 -1.941
H -4.200 -2.747 -2.192
H -3.605 0.836 -2.354
H -4.738 -0.480 -2.755
H -2.421 -0.756 -4.444
H -4.070 -0.534 -4.919
H -2.430 1.870 -3.935
H -3.786 1.817 -5.069
H -2.523 1.386 -6.890
H -1.392 0.349 -6.056
H 0.696 1.226 -6.452
C 2.976 4.624 6.176
O 2.935 3.412 6.055
N 2.660 5.293 7.297
C 2.725 6.737 7.371
C 2.239 4.540 8.464
H 3.280 5.284 5.349
H 3.430 7.039 8.150
H 1.739 7.142 7.606
H 3.052 7.146 6.418
H 3.027 3.850 8.767
H 1.348 3.957 8.227
H 2.019 5.222 9.282
C 0.639 -6.746 2.589
O 0.782 -7.540 3.509
O 0.486 -5.504 2.719
O 0.624 -7.052 1.367
Mg 1.731 -7.172 -4.994
Be 1.153 -2.187 -5.048
Cl -3.775 3.361 0.541
Br 0.037 5.885 4.018

***

(3)
12
Properties=species:S:1:pos:R:3 method="wB97M-V/def2-TZVPD" s2=0.753 lumo_ev="-3.7 / -9.1" e_tot_ev=-8225.12853 multiplicity=2 relative_energy_kj_mol=220.4 charge=+1 gap_ha="0.392 / 0.194"
H -0.002 0.767 1.450
O -0.335 1.032 2.610
N 0.230 0.522 0.215
H -1.235 0.866 2.355
C -0.783 0.431 -0.739
C 1.108 -0.406 -0.027
C -0.626 -0.599 -1.574
N 0.556 -1.168 -1.141
H 1.183 -1.591 -1.869
H 1.739 -0.755 0.834
H -1.203 -0.773 -2.475
H -1.501 1.193 -0.646

***

(4)
15
Properties=species:S:1:pos:R:3 method="wB97M-V/def2-TZVPD" lumo_ev=0.9 e_tot_ev=-7829.76932 relative_energy_kj_mol=246.1 charge=0 gap_ha=0.379
C 1.700 0.295 0.294
C 0.562 -0.056 -0.684
C -0.811 -0.025 -0.043
N -1.427 1.049 0.275
O -0.783 2.238 0.011
C -1.532 -1.316 0.272
H 1.684 1.337 0.638
H 1.639 -0.325 1.193
H 2.673 0.129 -0.177
H 0.578 0.621 -1.550
H 0.742 -1.057 -1.087
H 0.145 2.051 -0.204
H -2.034 -1.240 1.240
H -2.298 -1.539 -0.480
H -0.839 -2.162 0.303

***

(5)
10
Properties=species:S:1:pos:R:3 method="wB97M-V/def2-TZVPD" smiles="NC(=O)NC=O" lumo_ev=0.3 e_tot_ev=-9213.78257 relative_energy_kj_mol=139.0 charge=0 gap_ha=0.378
C -0.532 0.639 -0.077
C 1.813 -0.121 -0.085
H -2.631 0.544 0.473
H -1.933 -1.068 0.428
H 0.150 -1.270 -0.542
H 2.389 -1.113 -0.360
N -1.760 -0.018 0.179
N 0.511 -0.323 -0.107
O -0.399 1.802 -0.206
O 2.393 0.928 0.297